This record from the OMol25 dataset describes a structure of composition C17H10B3Cl10O26V2 in a non-equilibrium geometry. The level of theory is ωB97M-V/def2-TZVPD.

## Properties
<S²>	2.110
largest force on an atom	7.21	eV/A
gap between HOMO and LUMO (spin up / spin down)	0.16673 / 0.18810	Ha

ORCA input file:
```
! RIJCOSX wB97M-V def2-TZVPD def2/J DEFGRID3
* xyz 1 3
O -0.391 5.207 0.150
V -0.648 3.690 0.297
O 3.861 -1.330 -5.119
V 3.074 -0.416 -4.072
O -0.654 0.750 -7.523
C -0.871 0.808 -6.289
O -1.852 1.403 -5.612
B -1.611 1.296 -4.100
O -0.381 0.566 -4.033
C 0.133 0.253 -5.241
O 1.256 -0.279 -5.418
O -1.480 2.602 -3.444
C -2.109 2.543 -2.300
O -2.075 3.333 -1.349
C -2.866 1.228 -2.236
O -2.759 0.669 -3.373
O -3.570 0.895 -1.250
O 3.553 5.316 0.406
C 3.583 4.070 0.327
O 4.575 3.369 0.033
B 4.224 1.951 -0.085
O 2.933 1.899 0.677
C 2.464 3.087 0.858
O 1.312 3.389 1.167
O 5.253 1.091 0.511
C 5.719 0.230 -0.374
O 6.563 -0.644 -0.187
C 4.892 0.439 -1.674
O 4.031 1.423 -1.440
O 4.990 -0.138 -2.789
O -1.954 2.469 1.500
C -1.522 1.316 1.274
O -0.357 1.113 0.760
B -0.203 -0.338 0.438
O -1.400 -0.983 0.945
C -2.214 -0.053 1.417
O -3.282 -0.217 1.971
O -0.031 -0.476 -1.048
C 1.177 -0.847 -1.294
O 1.729 -0.988 -2.381
C 1.951 -1.098 0.035
O 1.095 -0.823 1.025
O 3.098 -1.405 0.036
C -2.608 -3.521 3.407
Cl -3.331 -4.914 4.277
Cl -2.607 -3.770 1.639
H -3.156 -2.626 3.702
H -1.570 -3.469 3.734
C 4.597 -1.722 2.873
Cl 6.009 -1.187 3.715
Cl 3.434 -2.444 3.935
H 4.236 -0.828 2.364
H 4.914 -2.446 2.121
C 0.486 -4.723 0.655
Cl 1.514 -4.766 -0.781
Cl 1.273 -5.496 2.046
H 0.237 -3.690 0.900
H -0.433 -5.290 0.504
C -5.871 -0.870 0.513
Cl -6.785 -1.852 1.736
Cl -6.987 -0.375 -0.840
H -5.608 0.061 1.015
H -4.977 -1.354 0.120
C -4.304 1.797 4.283
Cl -4.826 2.671 2.813
Cl -5.325 0.526 4.823
H -3.289 1.433 4.122
H -4.258 2.482 5.129
*
```



This record from the OMol25 dataset describes a structure of composition C53H44FKN6O6P2SSi. The level of theory is ωB97M-V/def2-TZVPD.

## Properties
energy above the lowest of the compared OMol25 structures with the same formula, charge and spin	0.130	eV
largest force on an atom	0.82	eV/A
gap between HOMO and LUMO	0.16827	Ha

ORCA input file:
```
! RIJCOSX wB97M-V def2-TZVPD def2/J DEFGRID3
* xyz -2 1
K 0.486 -0.277 1.296
C -2.741 -1.817 1.123
Si -2.665 -1.810 -0.799
C -2.471 -3.713 -1.031
C -3.417 -4.733 -1.113
C -3.058 -6.073 -1.234
C -1.722 -6.428 -1.245
C -0.750 -5.434 -1.160
C -1.111 -4.094 -1.078
P 0.164 -2.741 -0.985
C 1.735 -3.709 -0.855
C 2.366 -3.711 0.385
C 3.602 -4.321 0.564
C 4.233 -4.933 -0.507
C 3.622 -4.930 -1.755
C 2.387 -4.323 -1.926
C 0.328 -2.217 -2.728
C 1.306 -1.265 -3.012
C 1.466 -0.790 -4.304
C 0.653 -1.255 -5.328
C -0.328 -2.196 -5.049
C -0.493 -2.672 -3.755
C -4.408 -1.065 -1.128
C -5.590 -1.726 -1.467
C -6.780 -1.046 -1.709
C -6.823 0.335 -1.602
C -5.656 1.023 -1.279
C -4.463 0.342 -1.065
P -2.885 1.242 -0.722
C -3.467 2.920 -0.271
C -3.646 3.975 -1.166
C -3.967 5.247 -0.710
C -4.118 5.482 0.649
C -3.946 4.439 1.550
C -3.617 3.171 1.095
C -2.229 1.536 -2.399
C -0.992 2.179 -2.478
C -0.391 2.400 -3.706
C -1.007 1.965 -4.873
C -2.226 1.310 -4.801
C -2.837 1.099 -3.571
H -3.589 -2.405 1.493
H -2.838 -0.808 1.532
H -1.840 -2.259 1.557
H -4.472 -4.485 -1.066
H -3.828 -6.835 -1.302
H -1.426 -7.468 -1.325
H 0.296 -5.711 -1.171
H 1.914 -3.194 1.224
H 4.078 -4.278 1.536
H 5.211 -5.381 -0.382
H 4.118 -5.389 -2.603
H 1.927 -4.318 -2.908
H 1.926 -0.880 -2.209
H 2.219 -0.037 -4.506
H 0.769 -0.871 -6.335
H -0.983 -2.553 -5.835
H -1.274 -3.391 -3.541
H -5.597 -2.807 -1.540
H -7.674 -1.603 -1.967
H -7.745 0.878 -1.776
H -5.673 2.104 -1.208
H -3.520 3.801 -2.228
H -4.091 6.057 -1.420
H -4.350 6.477 1.009
H -4.032 4.610 2.616
H -3.435 2.378 1.812
H -0.497 2.483 -1.560
H 0.576 2.888 -3.748
H -0.525 2.114 -5.832
H -2.700 0.944 -5.704
H -3.782 0.573 -3.519
N 3.141 3.182 7.544
C 2.159 2.667 6.672
C 0.820 3.016 6.833
C -0.137 2.549 5.947
C 0.228 1.722 4.900
C 1.560 1.371 4.732
C 2.522 1.844 5.607
S -0.995 1.114 3.749
O -0.708 -0.303 3.621
O -2.285 1.484 4.288
N -0.674 1.741 2.342
C -0.519 3.057 2.137
N -0.716 3.968 3.111
C -0.592 5.244 2.778
C -0.291 5.672 1.502
C -0.077 4.658 0.569
N -0.163 3.379 0.858
H 2.787 3.341 8.476
H 3.966 2.602 7.584
H 0.532 3.668 7.651
H -1.177 2.828 6.046
H 1.864 0.717 3.922
H 3.560 1.569 5.463
H -0.751 5.961 3.581
H -0.223 6.718 1.241
H 0.178 4.899 -0.460
F 6.817 -3.400 -1.158
C 6.868 -2.227 -0.513
C 5.804 -1.415 -0.434
N 5.876 -0.185 0.180
C 4.671 0.660 0.227
C 3.458 -0.162 0.735
O 3.579 -0.684 1.859
O 2.503 -0.266 -0.061
C 7.018 0.242 0.801
O 7.158 1.319 1.349
N 8.083 -0.648 0.728
C 8.133 -1.884 0.108
O 9.152 -2.549 0.086
H 4.840 -1.680 -0.854
H 4.484 1.049 -0.774
H 4.910 1.475 0.905
H 8.928 -0.331 1.176
*
```



This record from the OMol25 dataset describes a cluster of 2 separate species, H5N4O in total in a non-equilibrium geometry. The level of theory is ωB97M-V/def2-TZVPD.

## Properties
energy above the lowest of the compared OMol25 structures with the same formula, charge and spin	3.636	eV
largest force on an atom	4.31	eV/A
gap between HOMO and LUMO	0.23985	Ha

ORCA input file:
```
! RIJCOSX wB97M-V def2-TZVPD def2/J DEFGRID3
* xyz -1 1
N -1.726 -0.186 0.052
N 1.626 0.394 0.160
N -0.571 0.427 0.342
N 0.503 -0.370 0.349
O 0.463 -1.560 -0.195
H -2.295 -0.228 0.816
H -1.438 -1.120 -0.197
H 2.392 -0.135 -0.028
H 1.563 1.140 -0.572
H -0.517 1.640 -0.726
*
```



This record from the OMol25 dataset describes a structure of composition C5H4BiINOSSe3Te. The level of theory is ωB97M-V/def2-TZVPD.

## Properties
largest force on an atom	0.41	eV/A
gap between HOMO and LUMO	0.25589	Ha

ORCA input file:
```
! RIJCOSX wB97M-V def2-TZVPD def2/J DEFGRID3
* xyz -1 1
Bi 1.102 0.020 2.571
O 0.568 1.289 0.479
N 0.321 0.798 -0.717
C -0.158 1.676 -1.634
C -0.449 1.303 -2.913
C -0.245 -0.035 -3.272
C 0.232 -0.910 -2.336
C 0.536 -0.519 -1.011
S 1.129 -1.621 0.152
H -0.277 2.673 -1.239
H -0.829 2.037 -3.608
H -0.465 -0.378 -4.274
H 0.397 -1.951 -2.574
Se 1.418 -2.124 4.373
Se -0.664 -3.188 4.339
Te -2.055 -1.154 4.703
Se -1.559 -0.185 2.460
I 0.999 2.270 4.501
*
```



This record from the OMol25 dataset describes an isolated molecule of C5H4N2 in a non-equilibrium geometry. The level of theory is ωB97M-V/def2-TZVPD.

## Properties
energy above the lowest of the compared OMol25 structures with the same formula, charge and spin	6.581	eV
largest force on an atom	4.51	eV/A
gap between HOMO and LUMO (spin up / spin down)	0.28375 / 0.32047	Ha

ORCA input file:
```
! RIJCOSX wB97M-V def2-TZVPD def2/J DEFGRID3
* xyz 0 1
C 2.134 -0.092 -0.077
C -1.449 -0.417 -0.174
C -0.902 -1.472 0.332
C -0.589 0.662 -0.543
C 0.883 0.457 -0.146
N 3.027 -0.820 0.032
N 0.142 1.408 0.523
H -2.401 -0.262 -0.619
H -0.043 -1.897 0.733
H -0.742 1.274 -1.486
H -0.060 1.158 1.426
*
```



This record from the OMol25 dataset describes an isolated molecule of C2H4NO2P in a non-equilibrium geometry. The level of theory is ωB97M-V/def2-TZVPD.

## Properties
<S²>	2.007
energy above the lowest of the compared OMol25 structures with the same formula, charge and spin	4.193	eV
largest force on an atom	4.10	eV/A
gap between HOMO and LUMO (spin up / spin down)	0.29513 / 0.29824	Ha

ORCA input file:
```
! RIJCOSX wB97M-V def2-TZVPD def2/J DEFGRID3
* xyz 0 3
C -0.031 -0.161 0.836
C -1.335 0.216 0.306
N 1.192 -0.738 -1.120
O 0.734 -1.094 0.047
O 2.028 0.497 -1.170
P 0.821 0.449 -2.275
H 0.601 0.814 1.232
H -0.254 -0.699 1.788
H -1.990 -0.557 0.329
H -1.768 1.274 0.028
*
```



This record from the OMol25 dataset describes the ion C3H9N4S with charge +1 in a non-equilibrium geometry. The level of theory is ωB97M-V/def2-TZVPD.

## Properties
SMILES	C[C@@H]1N=N[C@H](S)N1[NH3+]
energy above the lowest of the compared OMol25 structures with the same formula, charge and spin	4.984	eV
largest force on an atom	5.45	eV/A
gap between HOMO and LUMO	0.34346	Ha

ORCA input file:
```
! RIJCOSX wB97M-V def2-TZVPD def2/J DEFGRID3
* xyz 1 1
C 1.079 0.247 0.263
C -1.355 0.591 0.086
C 1.663 -0.948 1.056
N 0.625 1.369 0.938
N -0.571 1.532 0.884
N -0.396 -0.336 -0.536
N -0.306 -0.087 -1.968
S -2.075 -0.461 1.387
H 1.762 0.394 -0.494
H -2.093 1.122 -0.537
H 2.121 -1.650 0.388
H 0.840 -1.413 1.600
H 2.588 -0.443 1.563
H -1.152 -0.440 -2.366
H 0.281 -0.758 -2.229
H -0.086 0.907 -2.191
H -2.924 0.373 2.157
*
```



This record from the OMol25 dataset describes a structure of composition C57H85O2PSeTi. The level of theory is ωB97M-V/def2-TZVPD.

## Properties
largest force on an atom	0.64	eV/A
gap between HOMO and LUMO	0.27249	Ha

ORCA input file:
```
! RIJCOSX wB97M-V def2-TZVPD def2/J DEFGRID3
* xyz 2 1
Ti -0.312 0.513 -0.713
C -1.548 -4.467 5.097
C -2.385 -3.193 4.908
C -2.074 -2.231 6.054
C -3.878 -3.545 4.951
C -2.059 -2.580 3.550
C -1.544 -1.298 3.403
C -1.287 -0.829 2.131
Se -0.466 0.874 1.902
C 1.351 0.342 2.117
C 1.884 0.210 3.383
C 3.199 -0.220 3.516
C 3.897 -0.476 2.342
C 3.397 -0.339 1.044
C 2.071 0.090 0.951
O 1.369 0.320 -0.226
C 4.365 -0.658 -0.095
C 5.543 0.325 -0.037
C 3.714 -0.548 -1.464
C 4.874 -2.098 0.067
C 3.878 -0.413 4.867
C 5.081 0.535 4.961
C 4.356 -1.867 4.984
C 2.930 -0.117 6.029
C -1.528 -1.563 0.972
O -1.290 -0.868 -0.211
C -1.997 -2.876 1.083
C -2.256 -3.313 2.387
C -2.258 -3.887 -0.033
C -1.556 -5.213 0.297
C -3.772 -4.112 -0.148
C -1.732 -3.416 -1.378
H -1.762 -4.907 6.070
H -0.482 -4.245 5.051
H -1.772 -5.217 4.340
H -2.319 -2.708 7.003
H -2.663 -1.315 5.989
H -1.015 -1.968 6.087
H -4.126 -3.987 5.915
H -4.147 -4.265 4.179
H -4.494 -2.655 4.817
H -1.341 -0.671 4.259
H 1.276 0.436 4.247
H 4.921 -0.808 2.434
H 5.197 1.354 -0.145
H 6.238 0.113 -0.850
H 6.095 0.252 0.897
H 3.382 0.469 -1.669
H 2.857 -1.214 -1.544
H 4.439 -0.829 -2.229
H 5.426 -2.242 0.994
H 5.548 -2.340 -0.755
H 4.047 -2.809 0.052
H 5.814 0.338 4.179
H 5.580 0.406 5.921
H 4.767 1.576 4.880
H 5.089 -2.118 4.217
H 3.521 -2.563 4.896
H 4.829 -2.024 5.953
H 2.583 0.917 6.019
H 3.453 -0.275 6.971
H 2.062 -0.780 6.022
H -2.645 -4.315 2.492
H -1.961 -5.699 1.183
H -0.487 -5.063 0.451
H -1.687 -5.905 -0.535
H -4.195 -4.492 0.782
H -3.981 -4.840 -0.932
H -4.289 -3.184 -0.398
H -0.662 -3.202 -1.341
H -2.256 -2.524 -1.700
H -1.896 -4.196 -2.123
C 1.977 -3.260 -2.734
C 0.926 -2.800 -3.743
C 1.453 -2.932 -5.175
C 0.457 -1.386 -3.501
C 1.345 -0.309 -3.520
C 0.925 1.009 -3.417
C 1.889 2.137 -3.768
C 3.167 1.675 -4.464
C 2.208 3.043 -2.585
C -0.462 1.271 -3.170
C -1.385 0.192 -3.282
C -0.898 -1.105 -3.411
C -2.865 0.425 -3.532
C -3.796 -0.545 -2.808
C -3.114 0.327 -5.045
C -0.993 2.671 -3.340
C -1.095 3.100 -4.664
C -1.618 4.336 -4.992
C -2.062 5.176 -3.983
C -1.965 4.769 -2.666
C -1.424 3.525 -2.314
P -1.392 2.984 -0.564
C -3.199 3.046 0.011
C -4.046 2.254 -0.983
C -3.344 2.344 1.367
C -3.795 4.460 0.073
C -0.353 4.211 0.489
C -0.331 5.623 -0.110
C -0.860 4.339 1.936
C 1.100 3.729 0.564
H 2.165 -4.325 -2.861
H 1.656 -3.096 -1.703
H 2.923 -2.740 -2.885
H 0.050 -3.447 -3.644
H 2.344 -2.319 -5.321
H 0.706 -2.629 -5.907
H 1.727 -3.967 -5.377
H 2.389 -0.510 -3.701
H 1.352 2.754 -4.496
H 3.832 1.127 -3.797
H 3.711 2.552 -4.812
H 2.957 1.053 -5.333
H 2.609 2.474 -1.744
H 2.948 3.790 -2.870
H 1.313 3.573 -2.259
H -1.601 -1.915 -3.528
H -3.104 1.443 -3.231
H -3.759 -1.540 -3.251
H -4.825 -0.199 -2.901
H -3.566 -0.641 -1.745
H -2.872 -0.672 -5.410
H -2.524 1.047 -5.607
H -4.166 0.516 -5.255
H -0.759 2.439 -5.453
H -1.688 4.637 -6.027
H -2.483 6.143 -4.218
H -2.315 5.440 -1.900
H -3.727 1.216 -1.037
H -4.035 2.696 -1.978
H -5.078 2.260 -0.629
H -3.056 1.290 1.299
H -4.399 2.360 1.642
H -2.792 2.821 2.173
H -3.952 4.870 -0.922
H -3.223 5.172 0.658
H -4.780 4.379 0.536
H -1.306 6.106 -0.092
H 0.058 5.639 -1.126
H 0.337 6.228 0.506
H -1.874 4.718 2.017
H -0.211 5.065 2.429
H -0.789 3.416 2.507
H 1.632 3.893 -0.366
H 1.206 2.678 0.839
H 1.610 4.311 1.334
*
```



This record from the OMol25 dataset describes a structure of composition C32H40N11Ni2O9 in a non-equilibrium geometry. The level of theory is ωB97M-V/def2-TZVPD.

## Properties
<S²>	6.008
largest force on an atom	5.12	eV/A
gap between HOMO and LUMO (spin up / spin down)	0.22178 / 0.15404	Ha

ORCA input file:
```
! RIJCOSX wB97M-V def2-TZVPD def2/J DEFGRID3
* xyz 1 5
Ni 2.766 -2.710 0.514
Ni 2.673 1.046 2.870
N 2.633 -2.250 3.615
O 2.958 -2.744 2.546
O 2.565 -1.034 3.644
O 2.253 -2.865 4.613
N 4.629 -0.234 0.493
O 4.235 -1.334 0.004
O 5.470 0.433 -0.023
O 3.959 0.157 1.468
N 0.670 -0.147 0.688
O 1.275 -1.226 0.604
O -0.268 0.096 -0.072
O 1.119 0.584 1.536
N -4.616 -0.946 -1.113
C -5.348 -2.085 -1.006
C -4.551 -3.201 -1.304
C -3.303 -2.686 -1.606
C -3.315 -1.286 -1.366
H -5.056 -0.037 -1.095
H -6.393 -2.046 -0.734
H -4.878 -4.230 -1.280
H -2.361 -3.160 -1.839
H -2.554 -0.542 -1.552
N -2.903 3.458 3.091
C -2.090 3.822 2.021
C -1.958 2.689 1.243
C -2.627 1.662 1.914
C -3.224 2.108 3.091
H -3.270 4.130 3.750
H -1.806 4.844 1.821
H -1.416 2.684 0.309
H -2.703 0.645 1.557
H -3.843 1.669 3.860
N 3.730 4.205 -1.773
C 2.812 5.041 -2.386
C 1.542 4.498 -2.058
C 1.730 3.327 -1.314
C 3.105 3.240 -1.029
H 4.712 4.441 -1.801
H 3.102 5.800 -3.097
H 0.610 4.781 -2.524
H 0.977 2.628 -0.982
H 3.740 2.576 -0.462
N -0.137 1.754 3.909
C 0.920 2.636 4.052
C 1.717 2.142 5.073
C 1.166 0.923 5.548
C 0.030 0.680 4.744
H -0.955 2.039 3.388
H 0.956 3.530 3.447
H 2.616 2.493 5.558
H 1.583 0.307 6.332
H -0.640 -0.150 4.913
N -1.764 1.957 -2.659
C -1.305 2.546 -3.775
C -2.375 3.184 -4.407
C -3.488 2.955 -3.621
C -3.112 2.071 -2.620
H -1.237 1.421 -1.985
H -0.231 2.518 -3.888
H -2.342 3.685 -5.363
H -4.505 3.294 -3.756
H -3.710 1.626 -1.839
N 2.650 0.558 -5.010
C 2.438 0.618 -3.640
C 1.335 -0.105 -3.269
C 0.790 -0.555 -4.492
C 1.647 -0.234 -5.540
H 3.361 1.061 -5.522
H 3.175 1.115 -3.027
H 0.844 -0.196 -2.311
H -0.084 -1.180 -4.595
H 1.568 -0.410 -6.603
N 2.782 -5.097 -0.148
C 2.952 -4.206 -1.144
C 1.748 -3.583 -1.388
C 0.912 -4.018 -0.384
C 1.576 -4.879 0.411
H 3.430 -5.838 0.079
H 3.861 -4.313 -1.718
H 1.561 -2.997 -2.276
H -0.133 -3.744 -0.370
H 1.143 -5.394 1.256
N -2.049 -3.014 1.249
C -1.301 -2.284 2.056
C -0.784 -3.079 3.047
C -1.428 -4.322 2.912
C -2.076 -4.309 1.692
H -2.649 -2.647 0.523
H -1.161 -1.251 1.775
H -0.103 -2.860 3.856
H -1.364 -5.188 3.554
H -2.614 -5.062 1.135
*
```